Record 1
C16H30BrIO27S7Si | ωB97M-V/def2-TZVPD

SMILES string: O=C(Br)C[Si@](O)(S)CC(=O)I.O=S1(=O)OCCO1.O=S1(=O)OCCO1.O=S1(=O)OCCO1.O=S1(=O)OCCO1.O=S1(=O)OCCO1.O=S1(=O)OCCO1
E_HOMO (eV): -9.536
ΔE to the lowest compared entry with this formula, charge and spin (kcal per mole): 0.0
Total energy (a.u.): -8607.58444
Orbital gap (eV): 9.547

Positions of all 83 atoms, in Å:
1 I -1.302 -0.844 1.634
2 Br 2.512 2.234 3.760
3 S 4.884 -8.469 -3.401
4 S -0.680 4.058 3.653
5 S -1.299 5.906 7.544
6 S 0.841 -8.664 -2.757
7 S -3.395 8.024 -0.195
8 S 5.261 -2.506 -1.309
9 S -2.054 -1.091 -2.782
10 Si -0.474 3.638 1.567
11 O -1.790 -0.059 -1.844
12 O 5.282 -0.902 -1.249
13 O -2.690 5.184 7.903
14 O -0.314 -8.146 -3.764
15 O -3.256 6.787 0.490
16 O -2.920 -2.233 -2.058
17 O -3.193 -0.571 -3.790
18 O 3.756 -9.090 -2.816
19 O 1.868 -9.284 -3.497
20 O -2.632 1.403 2.930
21 O -0.028 -9.808 -2.024
22 O -1.025 -1.714 -3.529
23 O 1.102 -7.628 -1.822
24 O 5.439 -2.910 -2.660
25 O 5.542 -9.011 -4.537
26 O -0.826 6.579 8.698
27 O -0.834 5.041 0.742
28 O -3.269 9.215 0.874
29 O -1.890 7.004 6.528
30 O 4.523 -6.935 -3.717
31 O 3.717 -2.715 -0.927
32 O 1.873 0.788 1.545
33 O 5.984 -8.189 -2.252
34 O 6.065 -3.007 -0.255
35 O -2.032 8.308 -0.990
36 O -4.493 8.296 -1.045
37 O -0.500 4.993 6.815
38 C 6.371 -6.812 -2.292
39 C -3.778 6.010 7.478
40 C -1.988 1.202 1.948
41 C 3.148 -1.467 -0.506
42 C -4.306 -2.039 -2.357
43 C -1.432 -9.033 -3.718
44 C 5.127 -6.076 -2.741
45 C 3.935 -0.411 -1.244
46 C -1.469 9.555 -0.567
47 C 1.820 1.909 1.944
48 C -4.318 -1.455 -3.754
49 C -1.412 -9.617 -2.320
50 C -1.928 9.721 0.865
51 C 1.289 3.045 1.096
52 C -1.675 2.300 0.936
53 C -3.263 6.715 6.241
54 H -3.808 7.632 6.029
55 H 1.970 3.908 1.052
56 H 3.281 -1.378 0.574
57 H -1.907 10.756 1.194
58 H -4.716 -1.336 -1.628
59 H -0.376 2.932 4.333
60 H -4.169 -2.229 -4.510
61 H 2.088 -1.433 -0.744
62 H -1.181 1.812 0.077
63 H 3.881 0.562 -0.761
64 H -1.331 9.111 1.547
65 H -1.285 -9.808 -4.475
66 H -2.590 2.782 0.561
67 H 1.186 2.638 0.076
68 H 3.604 -0.320 -2.281
69 H -0.386 9.532 -0.655
70 H 7.179 -6.707 -3.022
71 H -4.846 -2.980 -2.294
72 H -1.950 -10.559 -2.253
73 H -3.998 6.721 8.278
74 H -4.661 5.408 7.278
75 H -3.299 6.060 5.367
76 H -5.235 -0.912 -3.968
77 H -2.353 -8.493 -3.927
78 H -1.868 10.344 -1.208
79 H -1.821 -8.912 -1.592
80 H 5.356 -5.109 -3.175
81 H -1.787 5.180 0.891
82 H 6.721 -6.482 -1.317
83 H 4.423 -5.948 -1.915



Record 2
C16H30F2N10O4S | ωB97M-V/def2-TZVPD

E_HOMO (eV): -8.302
Total energy (a.u.): -2074.27614
Orbital gap (eV): 8.415

Positions of all 63 atoms, in Å:
1 S -1.143 3.396 0.772
2 F 5.630 -2.779 0.805
3 F -0.367 -3.253 1.881
4 O -4.035 4.393 0.075
5 O 4.154 -5.034 -1.717
6 O -1.143 -3.417 -2.945
7 O -4.441 7.476 3.928
8 N 4.522 -6.266 0.144
9 N -0.415 -5.554 -2.740
10 N 0.408 3.615 1.094
11 N -3.794 7.578 1.758
12 N -3.772 9.472 3.083
13 N -0.397 -4.494 -4.794
14 N -1.108 1.928 0.142
15 N -5.322 3.956 1.891
16 N -6.107 5.308 0.193
17 N 2.990 -6.963 -1.443
18 C 2.424 2.255 0.797
19 C 0.177 1.530 0.153
20 C 3.438 -1.962 0.335
21 C -4.029 8.129 2.986
22 C -0.334 -0.704 -0.868
23 C -0.367 -1.948 1.362
24 C -0.425 -2.052 -0.138
25 C 0.685 0.278 -0.325
26 C 2.713 -1.164 -0.780
27 C -0.681 -4.418 -3.458
28 C 3.907 -6.021 -1.051
29 C -5.086 4.537 0.679
30 C 2.040 0.078 -0.252
31 C 2.889 1.066 0.317
32 C 4.917 -1.640 0.459
33 C 1.036 2.491 0.700
34 H -3.934 9.905 3.972
35 H -5.965 5.751 -0.694
36 H -1.392 -2.471 -0.396
37 H -0.582 -3.679 -5.347
38 H -0.047 -6.391 -3.147
39 H -4.592 3.388 2.278
40 H -3.462 8.097 0.968
41 H -0.608 -5.530 -1.755
42 H 2.771 -7.783 -0.910
43 H 2.022 -1.783 -1.329
44 H 5.322 -1.262 -0.477
45 H -0.224 -0.846 -1.939
46 H 3.104 2.978 1.213
47 H -3.970 6.596 1.656
48 H -6.973 5.448 0.676
49 H 2.969 -1.719 1.284
50 H -0.016 -5.307 -5.237
51 H 5.100 -0.917 1.249
52 H 0.309 -2.780 -0.467
53 H 4.333 -7.068 0.714
54 H 5.190 -5.586 0.460
55 H -1.245 -1.461 1.776
56 H 3.950 0.886 0.368
57 H 3.465 -0.841 -1.501
58 H -3.431 10.028 2.323
59 H -1.300 -0.234 -0.725
60 H 2.527 -6.807 -2.317
61 H 3.346 -3.022 0.124
62 H 0.541 -1.484 1.729
63 H -6.171 4.076 2.408